C19H34N6O7Sr as an isolated structure, computed with ωB97M-V/def2-TZVPD.

The geometry in XYZ format:
```
67
Properties=species:S:1:pos:R:3:forces:R:3
O -0.2662 0.1871 -2.4768 1.2 0.3 1.0
H -1.1857 -0.1899 -2.9726 0.7 0.2 0.7
Sr 1.1469 0.0594 -0.0605 -2.3 -0.6 0.1
N 1.7444 -2.3821 -0.5950 0.7 -0.6 -0.2
N -0.6815 -2.0580 -0.0393 -1.3 -0.7 -0.1
N 1.1423 2.5452 0.8105 -1.5 1.6 1.3
N -1.0715 1.2505 0.9322 -0.5 2.7 1.3
O 2.9949 -2.3997 -0.8119 -0.6 -0.4 0.0
O 2.3044 3.1257 0.7605 0.7 -0.1 -0.3
O -2.2749 0.5992 1.0289 -0.3 -1.3 -0.4
O -1.9424 -1.8172 0.1739 1.0 -0.7 -0.2
C -0.3570 -3.3432 -0.3743 0.5 1.1 0.1
C 1.0163 -3.5329 -0.6787 -0.1 0.9 0.2
C 0.1331 3.2116 1.4066 2.2 -1.2 -1.2
C -1.1048 2.4763 1.4791 0.2 -3.0 -1.4
C 1.5873 -4.8473 -1.0595 0.2 -0.3 -0.1
H 1.1149 -5.2265 -1.9780 0.1 0.1 0.2
H 1.4064 -5.5922 -0.2708 0.1 0.2 -0.2
H 2.6647 -4.7560 -1.2246 -0.2 0.0 0.0
C -1.3366 -4.4615 -0.4338 -0.3 -0.1 0.0
H -1.3768 -4.8916 -1.4455 0.0 0.1 0.2
H -2.3310 -4.0996 -0.1592 0.2 -0.1 -0.1
H -1.0442 -5.2708 0.2511 -0.1 0.2 -0.2
C 0.2521 4.5871 1.9597 0.1 0.2 0.1
C -2.2980 3.0847 2.1369 -0.3 -0.1 0.0
H 1.2568 4.9721 1.7724 -0.2 -0.1 0.0
H 0.0615 4.5943 3.0431 0.1 0.1 -0.2
H -0.4857 5.2567 1.4945 0.2 -0.1 0.1
H -3.1363 2.3844 2.1206 0.2 0.2 0.0
H -2.5893 4.0112 1.6213 0.1 -0.2 0.1
H -2.0678 3.3560 3.1776 0.0 -0.1 -0.3
H 3.0907 1.9097 0.1452 -0.3 0.3 0.2
H -2.0958 -0.3407 0.6359 -0.4 1.1 0.5
C -1.8504 -0.1478 -4.0583 -1.8 0.1 -2.8
H -1.1634 -0.4162 -4.8633 0.0 -0.1 0.4
H -2.1932 0.8815 -4.1889 0.1 -0.2 0.4
H -2.6927 -0.8398 -4.0038 0.2 0.0 0.4
O 3.1877 0.9411 -0.2030 2.3 0.7 -0.3
H 0.0928 0.8672 -3.0704 -0.3 -0.2 0.1
H 4.1120 0.7650 -0.4404 -0.5 0.1 0.2
C 5.2140 0.0626 7.8920 0.3 0.0 -0.1
C 3.8068 0.5940 8.0259 -0.7 0.1 -0.3
N 2.8236 -0.0206 7.1002 0.5 0.1 -0.4
C 2.5616 -1.4437 7.3772 0.0 0.1 -0.1
C 2.1217 -1.6607 8.8181 -0.1 -0.3 0.0
C 2.8603 0.4499 5.7891 0.7 0.5 0.3
O 3.7033 1.2617 5.4081 -0.9 -0.6 0.4
C 1.7719 -0.0114 4.8631 -0.1 0.2 -0.3
C 0.4895 -0.3649 5.3104 0.1 -0.1 -0.5
C -0.4412 -0.8044 4.3730 0.3 0.0 -0.3
C -0.0592 -0.8540 3.0256 0.0 0.0 0.3
N 1.1278 -0.4182 2.5807 0.2 0.1 0.6
C 2.0272 0.0212 3.4839 -0.6 -0.4 0.1
H 5.2551 -1.0208 8.0486 0.1 0.2 0.0
H 5.8486 0.5462 8.6410 0.0 -0.1 -0.1
H 5.6125 0.3051 6.9019 0.0 -0.1 0.2
H 3.4150 0.4029 9.0287 0.1 0.3 -0.1
H 3.7967 1.6699 7.8242 0.0 -0.2 0.1
H 1.7883 -1.8096 6.6959 0.3 0.1 0.1
H 3.4758 -2.0346 7.1789 -0.3 0.1 0.0
H 1.3673 -0.9254 9.1195 0.1 -0.1 -0.1
H 1.6741 -2.6559 8.9016 0.1 0.1 0.1
H 2.9672 -1.6122 9.5126 -0.2 0.0 -0.1
H 0.2445 -0.2978 6.3713 0.0 0.0 -0.3
H -1.4467 -1.1218 4.6382 0.2 0.1 0.1
H -0.7429 -1.2567 2.2740 0.2 0.2 0.3
H 2.9789 0.3983 3.0993 -0.3 -0.1 0.2
```
Forces are in eV/Å.

Values from the calculation:
calculated total energy = -44357.2215 eV
LUMO (spin up / spin down) = -0.90 / -1.78 eV
largest force on an atom = 3.3 eV/Å
frontier orbital gap (spin up / spin down) = 5.70 / 4.82 eV